Molecular formula: C13H29IN4O3OsSe2
Method: DFT, ωB97M-V/def2-TZVPD

Structure (ORCA input):
```
! RIJCOSX wB97M-V def2-TZVPD def2/J DEFGRID3
* xyz 2 1
Os 0.171 0.321 -0.208
I 2.212 2.228 -0.340
Se -1.184 3.072 1.936
Se -0.853 0.748 2.032
O 1.813 -0.694 0.823
O 1.917 2.762 2.924
O 0.789 1.166 6.416
N 3.783 -1.129 1.776
N 0.565 -0.153 -2.288
N -0.719 -1.570 -0.443
N -1.636 0.975 -1.079
C -0.526 0.366 -3.181
C -1.364 1.409 -2.474
C -0.169 2.085 5.928
C 0.064 2.247 4.413
C 0.248 -2.392 -1.216
C 2.997 -0.374 1.017
C 3.639 0.844 0.409
C -2.065 -1.491 -1.092
C -2.658 -0.104 -0.918
C 1.427 2.919 4.252
C -1.104 3.094 3.886
C 0.768 -1.627 -2.442
C 0.051 0.839 3.798
H -2.058 2.722 4.259
H -2.022 1.784 -0.598
H -2.290 1.587 -3.026
H -2.738 -2.234 -0.664
H -1.187 1.717 6.095
H -0.075 3.062 6.415
H -0.822 2.352 -2.398
H 2.117 2.458 4.962
H -0.584 0.183 4.389
H -0.821 -2.010 0.467
H 1.326 3.978 4.511
H -1.148 -0.471 -3.485
H 1.067 -2.613 -0.536
H 1.042 0.398 3.729
H 0.283 -1.966 -3.358
H 4.743 -0.888 1.958
H 0.704 1.087 7.371
H 1.830 -1.830 -2.561
H -3.490 0.047 -1.610
H 4.271 0.548 -0.426
H 4.243 1.377 1.139
H -0.208 -3.338 -1.514
H 3.415 -1.971 2.192
H -0.099 0.779 -4.095
H -3.046 0.000 0.096
H -1.001 4.139 4.176
H 1.422 0.316 -2.563
H 2.679 3.341 2.822
H -1.947 -1.751 -2.141
*
```

## Properties
HOMO-LUMO gap, eV: 8.074
LUMO energy, hartree: -0.1973
E_tot, a.u.: -6148.25356